# C3H9N3

A cluster of 2 separate species, C3H9N3 in total in a non-equilibrium geometry (ωB97M-V/def2-TZVPD, OMol25).

Each line ends with the Mulliken charge.
Cartesian coordinates (Å):
C  -0.839  1.198  -2.171  -0.71
C  -1.795  0.084  -0.360  -0.25
N  -1.809  1.047  -1.153  -0.39
H  -1.042  1.837  -3.029  0.29
H  -0.495  0.242  -2.609  0.29
H  0.094  1.644  -1.779  0.24
H  -2.460  -0.077  0.482  0.32
H  -1.133  -0.784  -0.592  0.21
N  0.913  -0.344  2.466  -0.51
C  1.526  -0.592  1.262  0.14
N  1.889  -1.755  0.919  -0.63
H  0.263  0.417  2.381  0.27
H  0.632  -1.219  2.884  0.28
H  1.441  0.324  0.640  0.25
H  2.815  -2.022  0.658  0.22

Structure (SMILES): [H]/N=C/N.C=NC
HOMO level (hartree): -0.32234
Energy relative to the best compared isomer or geometry (same formula, charge and spin) (kcal/mol): 61.3
Total charge: 0